# C6H15NO2

A 3-piece molecular cluster, C6H15NO2 overall in a non-equilibrium geometry (wB97M-V/def2-TZVPD, the Open Molecules 2025 dataset).

HOMO (spin up / spin down): -8.81 / -8.82 eV
strongest force on any atom: 3.432 eV/A
net charge: 0
LUMO energy (spin up / spin down): -0.630 / -0.636 eV
2S+1: 1
frontier orbital gap (spin up / spin down): 8.18 / 8.19 eV
energy relative to the best compared isomer or geometry (same formula, charge and spin): 794.8 kJ/mol

Cartesian coordinates (Å):
1 C 0.35 -0.42 0.67
2 C -0.78 -0.12 -0.30
3 C 0.97 -1.80 0.64
4 C -0.05 0.06 2.05
5 C 1.80 0.61 0.08
6 C -1.18 -1.22 -1.26
7 N -0.28 1.17 -0.90
8 O -0.21 2.33 -0.28
9 O -1.85 2.21 -1.95
10 H -1.15 2.92 -1.01
11 H -1.54 2.13 -2.87
12 H -1.70 0.23 0.18
13 H 1.87 -1.81 1.27
14 H 1.26 -2.10 -0.37
15 H 0.29 -2.55 1.06
16 H -0.99 -0.42 2.36
17 H -0.33 1.11 2.01
18 H 0.76 -0.10 2.77
19 H 2.65 -0.06 -0.09
20 H 2.00 1.12 1.02
21 H 2.08 1.34 -0.68
22 H -2.05 -0.99 -1.87
23 H -1.57 -2.07 -0.68
24 H -0.34 -1.58 -1.86

Mulliken population analysis, charges in e, atoms 1 to 5:
1. C 1.464
2. C 0.678
3. C -2.036
4. C -1.715
5. C -1.262